Entry 1:
C62H178N27O11P9 | the ωB97M-V functional and the def2-TZVPD basis

Properties
HOMO energy: -8.2 eV
HOMO-LUMO gap: 1.49 eV
2S+1: 1
Total charge: 0
Calculated total energy: -213546.7071 eV

Geometry (Å):
O  -6.85  -3.09  2.79
P  -6.33  -1.78  2.41
N  -5.97  -1.51  0.83
C  -5.03  -2.48  0.23
C  -6.98  -1.22  -0.18
N  -4.94  -1.41  3.20
C  -3.87  -0.60  2.74
C  -4.98  -1.71  4.60
N  -7.47  -0.66  2.76
C  -7.21  0.73  2.89
C  -8.84  -0.94  2.68
H  -4.91  -2.32  -0.86
H  -5.50  -3.47  0.28
H  -4.03  -2.52  0.69
H  -6.62  -0.59  -1.00
H  -7.79  -0.70  0.38
H  -7.38  -2.12  -0.65
H  -2.94  -1.18  2.64
H  -4.10  -0.18  1.75
H  -3.72  0.24  3.41
H  -5.87  -2.28  4.87
H  -4.03  -2.15  4.85
H  -5.04  -0.76  5.19
H  -7.49  0.98  3.92
H  -6.16  0.98  2.76
H  -7.81  1.32  2.20
H  -9.38  -0.64  3.59
H  -9.08  -1.97  2.46
H  -9.33  -0.39  1.80
O  0.13  -6.32  3.78
P  -0.66  -5.15  3.36
N  -1.69  -4.32  4.40
C  -1.15  -3.53  5.45
C  -2.81  -5.19  4.79
N  -1.74  -5.59  2.19
C  -2.71  -4.67  1.68
C  -2.05  -6.97  1.94
N  0.40  -3.91  3.16
C  0.12  -2.58  2.83
C  1.85  -4.13  3.16
H  -1.75  -2.72  5.83
H  -0.19  -3.15  5.15
H  -1.02  -4.15  6.36
H  -3.38  -5.58  3.95
H  -3.42  -4.51  5.35
H  -2.48  -6.02  5.40
H  -2.27  -3.69  1.64
H  -3.07  -4.83  0.67
H  -3.62  -4.58  2.32
H  -3.13  -7.15  1.90
H  -1.61  -7.43  1.05
H  -1.65  -7.59  2.76
H  -0.93  -2.42  2.63
H  0.30  -1.89  3.64
H  0.72  -2.22  2.01
H  2.30  -3.41  3.82
H  2.27  -3.95  2.15
H  2.08  -5.13  3.52
O  2.14  6.36  0.32
P  0.84  6.76  0.93
N  -0.40  5.72  0.58
C  -0.61  5.63  -0.86
C  -0.31  4.44  1.25
N  0.39  8.16  0.25
C  1.60  8.98  0.22
C  -0.83  8.77  0.49
N  0.88  6.66  2.59
C  2.21  6.94  3.05
C  -0.18  7.12  3.46
H  0.10  4.95  -1.31
H  -0.46  6.62  -1.30
H  -1.59  5.20  -1.14
H  0.44  3.72  0.81
H  -1.25  3.90  1.16
H  -0.15  4.48  2.33
H  2.03  9.04  1.22
H  2.28  8.56  -0.55
H  1.32  10.00  -0.10
H  -1.56  8.13  0.98
H  -0.76  9.71  1.06
H  -1.32  9.00  -0.47
H  2.42  6.32  3.93
H  3.00  6.74  2.32
H  2.30  8.00  3.31
H  0.09  8.10  3.84
H  -0.38  6.45  4.30
H  -1.14  7.21  2.97
O  -2.94  -3.51  -1.91
P  -2.57  -4.71  -2.74
N  -0.96  -4.89  -2.95
C  -0.22  -5.24  -1.75
C  -0.26  -3.99  -3.90
N  -3.26  -4.63  -4.23
C  -4.41  -3.75  -4.28
C  -3.49  -5.76  -5.15
N  -3.00  -6.12  -1.94
C  -4.24  -6.03  -1.19
C  -2.42  -7.43  -2.11
H  0.72  -5.72  -2.09
H  -0.79  -5.92  -1.16
H  -0.03  -4.31  -1.19
H  0.17  -3.13  -3.39
H  -0.92  -3.59  -4.68
H  0.58  -4.56  -4.32
H  -4.58  -3.36  -5.30
H  -5.30  -4.33  -4.07
H  -4.34  -2.93  -3.53
H  -4.52  -6.11  -5.11
H  -3.36  -5.36  -6.15
H  -2.76  -6.57  -4.99
H  -4.53  -4.98  -1.13
H  -5.02  -6.49  -1.82
H  -4.27  -6.46  -0.18
H  -3.07  -8.03  -2.83
H  -2.44  -8.03  -1.15
H  -1.42  -7.35  -2.54
O  1.22  0.22  3.50
P  2.17  0.61  4.50
N  1.93  -0.04  5.98
C  2.38  -1.39  6.12
C  0.68  0.30  6.62
N  1.97  2.16  4.97
C  1.58  3.07  3.94
C  2.56  2.80  6.10
N  3.66  0.21  4.09
C  3.89  -0.78  3.06
C  4.82  0.63  4.84
H  1.54  -2.10  6.04
H  2.71  -1.56  7.15
H  3.20  -1.63  5.42
H  -0.10  -0.34  6.22
H  0.34  1.29  6.29
H  0.69  0.31  7.68
H  1.27  2.67  3.00
H  0.76  3.72  4.26
H  2.36  3.79  3.65
H  2.75  2.07  6.91
H  3.43  3.35  5.72
H  1.84  3.54  6.49
H  3.66  -1.79  3.49
H  3.18  -0.68  2.25
H  4.93  -0.71  2.71
H  5.71  0.58  4.19
H  5.06  0.03  5.73
H  4.69  1.61  5.27
O  -7.59  3.28  0.16
P  -6.28  4.03  0.32
N  -5.09  2.93  0.46
C  -5.23  1.79  -0.37
C  -3.70  3.23  0.75
N  -6.01  4.96  1.64
C  -6.48  6.31  1.76
C  -6.17  4.20  2.89
N  -5.97  5.05  -0.89
C  -7.14  5.57  -1.60
C  -4.77  5.78  -1.07
H  -4.56  1.00  -0.05
H  -4.95  2.04  -1.41
H  -6.20  1.36  -0.36
H  -3.37  2.50  1.52
H  -3.60  4.19  1.19
H  -3.10  3.05  -0.16
H  -6.22  6.92  0.90
H  -7.59  6.31  1.95
H  -6.02  6.77  2.65
H  -5.48  4.56  3.64
H  -7.20  4.28  3.23
H  -5.94  3.18  2.66
H  -7.45  6.58  -1.25
H  -7.06  5.48  -2.69
H  -7.97  4.87  -1.37
H  -4.71  6.72  -0.49
H  -4.71  6.06  -2.12
H  -3.90  5.18  -0.77
O  5.88  -2.45  0.73
P  5.57  -3.45  -0.28
N  6.59  -3.63  -1.54
C  7.91  -4.10  -1.27
C  6.38  -2.82  -2.78
N  4.14  -3.08  -0.99
C  3.49  -4.12  -1.79
C  3.20  -2.30  -0.26
N  5.42  -4.96  0.33
C  5.01  -5.17  1.70
C  5.48  -6.21  -0.41
H  8.66  -3.33  -1.08
H  8.27  -4.68  -2.14
H  7.80  -4.75  -0.40
H  5.32  -2.80  -3.02
H  6.91  -3.26  -3.61
H  6.78  -1.79  -2.57
H  4.12  -4.92  -2.15
H  2.72  -4.64  -1.21
H  3.07  -3.62  -2.64
H  3.61  -1.53  0.39
H  2.49  -1.94  -1.00
H  2.55  -2.95  0.29
H  3.95  -5.48  1.80
H  5.60  -6.01  2.14
H  5.16  -4.28  2.32
H  4.49  -6.56  -0.64
H  5.87  -6.96  0.24
H  6.07  -6.17  -1.35
O  5.54  4.70  -1.18
P  5.65  3.28  -0.76
N  5.81  3.09  0.91
C  7.01  3.66  1.47
C  4.58  3.41  1.59
N  6.92  2.67  -1.45
C  7.50  1.38  -1.07
C  7.17  3.11  -2.83
N  4.29  2.45  -1.08
C  3.03  3.25  -1.14
C  4.15  1.03  -1.00
H  7.16  3.26  2.48
H  6.88  4.75  1.49
H  7.81  3.39  0.81
H  3.78  2.83  1.12
H  4.31  4.49  1.53
H  4.73  3.05  2.61
H  7.21  0.58  -1.79
H  8.61  1.43  -0.97
H  7.04  1.09  -0.12
H  6.70  4.05  -3.01
H  8.24  3.23  -3.00
H  6.77  2.42  -3.57
H  2.58  3.28  -2.15
H  2.34  2.89  -0.38
H  3.20  4.28  -0.91
H  4.76  0.34  -1.58
H  3.09  0.76  -1.24
H  4.24  0.66  0.03
O  2.51  -2.88  -5.29
P  2.55  -1.57  -5.91
N  1.15  -1.25  -6.62
C  0.71  0.10  -7.02
C  0.41  -2.30  -7.37
N  3.78  -1.41  -6.93
C  4.92  -2.32  -6.95
C  3.77  -0.40  -7.94
N  2.76  -0.35  -4.83
C  1.79  -0.52  -3.69
C  4.17  0.04  -4.43
H  -0.27  0.30  -6.58
H  0.66  0.15  -8.12
H  1.47  0.79  -6.61
H  0.67  -2.29  -8.44
H  -0.64  -2.03  -7.20
H  0.63  -3.27  -6.95
H  4.84  -2.89  -7.86
H  5.84  -1.77  -6.91
H  4.83  -3.08  -6.17
H  3.87  -0.84  -8.92
H  2.81  0.09  -7.97
H  4.55  0.33  -7.70
H  0.81  -0.70  -4.12
H  2.05  -1.34  -3.00
H  1.77  0.40  -3.12
H  4.71  -0.67  -3.78
H  4.13  1.04  -4.02
H  4.77  0.10  -5.31
C  -1.43  0.45  0.48
C  -1.65  -0.99  -0.06
C  -0.34  -1.37  -0.82
O  0.56  -0.29  -0.57
C  0.13  0.52  0.50
H  -1.94  0.60  1.44
H  -1.74  1.19  -0.27
H  -2.51  -1.08  -0.73
H  -1.87  -1.66  0.73
H  -0.56  -1.41  -1.87
H  0.05  -2.32  -0.46
H  0.47  1.54  0.30
H  0.61  0.13  1.40
C  -1.73  3.88  -4.06
C  -2.08  2.77  -3.04
C  -0.68  2.09  -2.99
O  -0.11  2.26  -4.29
C  -0.76  3.31  -5.03
H  -1.31  4.71  -3.53
H  -2.66  4.21  -4.56
H  -2.89  2.13  -3.43
H  -2.38  3.23  -2.07
H  -0.68  1.01  -2.80
H  -0.11  2.61  -2.22
H  -1.13  2.90  -5.94
H  0.03  3.98  -5.28

Entry 2:
C62H44B2ClF4O22 | the ωB97M-V functional and the def2-TZVPD basis

Properties
HOMO energy: -5.0 eV
HOMO-LUMO gap: 4.34 eV
2S+1: 1
Total charge: -1
Calculated total energy: -134792.1483 eV

Geometry (Å):
O  2.14  -0.85  -4.99
B  1.57  0.43  -4.85
O  0.18  0.41  -4.81
B  2.56  1.83  -4.70
Cl  1.63  3.44  -5.18
C  3.00  1.90  -3.13
F  4.07  1.05  -2.90
F  2.01  1.42  -2.27
C  3.38  3.25  -2.55
F  4.56  3.67  -3.10
F  3.61  3.17  -1.19
H  2.92  -0.94  -4.44
H  -0.12  -0.20  -4.13
H  3.57  1.75  -5.36
H  2.61  4.01  -2.71
C  3.00  -4.96  -6.23
C  2.85  -3.93  -5.41
C  2.67  -4.15  -3.95
O  2.53  -3.22  -3.18
C  2.65  -5.55  -3.45
C  2.78  -6.58  -4.28
C  2.98  -6.36  -5.74
O  3.10  -7.30  -6.50
H  3.13  -4.84  -7.30
H  2.84  -2.90  -5.73
H  2.51  -5.67  -2.39
H  2.76  -7.61  -3.94
C  4.85  6.26  -0.86
C  5.61  6.90  0.03
C  5.49  8.36  0.23
O  6.19  8.95  1.05
C  4.51  9.10  -0.59
C  3.75  8.47  -1.49
C  3.86  7.00  -1.69
O  3.16  6.43  -2.49
H  4.92  5.19  -1.02
H  6.34  6.38  0.64
H  4.45  10.17  -0.42
H  3.03  9.00  -2.10
C  1.31  13.00  -2.62
C  0.74  13.93  -1.86
C  0.13  13.59  -0.55
O  -0.39  14.45  0.13
C  0.18  12.17  -0.12
C  0.75  11.24  -0.88
C  1.35  11.58  -2.19
O  1.88  10.73  -2.88
H  1.76  13.22  -3.58
H  0.69  14.97  -2.15
H  -0.26  11.95  0.85
H  0.80  10.20  -0.59
C  3.28  -7.63  1.78
C  3.34  -7.49  0.46
C  2.34  -8.14  -0.43
O  2.39  -7.98  -1.63
C  1.28  -8.95  0.20
C  1.21  -9.08  1.53
C  2.20  -8.44  2.42
O  2.14  -8.56  3.63
H  3.99  -7.17  2.46
H  4.11  -6.90  -0.03
H  0.55  -9.41  -0.46
H  0.44  -9.66  2.02
C  -3.63  -7.28  -0.23
C  -2.65  -8.17  -0.14
C  -2.33  -9.08  -1.25
O  -1.42  -9.88  -1.16
C  -3.14  -8.99  -2.49
C  -4.14  -8.11  -2.58
C  -4.47  -7.20  -1.45
O  -5.40  -6.42  -1.54
H  -3.88  -6.60  0.57
H  -2.03  -8.26  0.74
H  -2.87  -9.66  -3.30
H  -4.75  -8.01  -3.47
C  -8.53  -7.61  3.07
C  -7.29  -7.39  2.64
C  -6.32  -8.50  2.51
O  -5.18  -8.30  2.13
C  -6.78  -9.87  2.85
C  -8.02  -10.10  3.25
C  -9.00  -8.99  3.39
O  -10.14  -9.20  3.76
H  -9.27  -6.82  3.18
H  -6.93  -6.41  2.38
H  -6.04  -10.66  2.74
H  -8.40  -11.08  3.48
C  -1.27  -3.77  1.68
C  -1.12  -2.64  2.37
C  -1.23  -2.63  3.85
O  -1.10  -1.61  4.49
C  -1.49  -3.92  4.53
C  -1.64  -5.05  3.84
C  -1.53  -5.06  2.36
O  -1.67  -6.09  1.73
H  -1.19  -3.81  0.60
H  -0.92  -1.69  1.90
H  -1.56  -3.89  5.61
H  -1.83  -6.01  4.31
C  -0.84  14.32  3.52
C  -1.40  15.25  4.28
C  -2.01  14.92  5.59
O  -2.53  15.76  6.28
C  -1.96  13.50  6.02
C  -1.39  12.56  5.27
C  -0.79  12.90  3.95
O  -0.27  12.05  3.27
H  -0.40  14.54  2.55
H  -1.46  16.29  3.98
H  -2.41  13.28  6.98
H  -1.34  11.52  5.56
C  -8.06  -7.87  -1.38
C  -8.16  -7.41  -2.63
C  -9.31  -7.78  -3.49
O  -9.41  -7.37  -4.63
C  -10.35  -8.68  -2.91
C  -10.25  -9.13  -1.67
C  -9.09  -8.77  -0.81
O  -9.01  -9.17  0.33
H  -7.24  -7.61  -0.73
H  -7.43  -6.74  -3.06
H  -11.18  -8.93  -3.56
H  -10.99  -9.78  -1.22
C  9.56  4.91  3.20
C  10.31  5.56  4.08
C  10.19  7.03  4.27
O  10.87  7.61  5.09
C  9.20  7.74  3.43
C  8.45  7.10  2.54
C  8.57  5.63  2.35
O  7.90  5.04  1.55
H  9.63  3.84  3.04
H  11.04  5.06  4.71
H  9.12  8.81  3.59
H  7.71  7.61  1.93

- Which of these has the lowest HOMO energy?
  C62H178N27O11P9

- Which of these has the lowest HOMO-LUMO gap?
  C62H178N27O11P9